A structure of composition C2H4N2O3 at a distorted geometry. Source: the OMol25 dataset; level of theory: ωB97M-V/def2-TZVPD.

The geometry in XYZ format:
```
11
Properties=species:S:1:pos:R:3:nbo_charge:R:1
C -0.86 -0.29 -0.37 0.66
C 1.09 -0.47 0.15 0.14
N 1.28 -1.30 1.34 -0.36
N -1.03 0.72 -1.18 -0.83
O -1.61 -0.99 0.26 -0.60
O 1.39 0.71 0.96 -0.27
O 1.31 -0.08 2.15 -0.12
H 1.63 -0.44 -0.82 0.19
H 0.48 -1.92 1.73 0.39
H -0.20 1.25 -1.37 0.39
H -1.76 1.03 -1.81 0.41
```

The total energy comes out at -413.601404 Ha. The calculation puts the HOMO energy at -8.115 eV. For the orbital gap, the calculation gives 8.69 eV. As for the relative energy (zero: lowest compared OMol25 entry of this formula, charge and spin): 182.2 kcal/mol.


A structure of composition C2H4N2O3 at a distorted geometry. Source: the OMol25 dataset; level of theory: ωB97M-V/def2-TZVPD.

The geometry in XYZ format:
```
11
Properties=species:S:1:pos:R:3:nbo_charge:R:1
C -0.57 0.64 0.09 0.60
C 0.97 0.98 0.06 -0.16
N 0.88 -1.26 -0.30 -0.12
N -0.69 -0.67 0.33 -0.08
O -1.44 1.41 -0.19 -0.58
O 1.61 -0.24 0.24 -0.36
O -1.85 -1.28 -0.16 -0.54
H 1.23 1.64 -0.69 0.20
H 1.23 1.51 0.98 0.21
H 1.06 -2.08 0.24 0.35
H -2.43 -0.64 -0.59 0.48
```

The total energy comes out at -413.649312 Ha. The calculation puts the HOMO energy at -9.429 eV. For the orbital gap, the calculation gives 9.59 eV. As for the relative energy (zero: lowest compared OMol25 entry of this formula, charge and spin): 152.1 kcal/mol.


The ion C2H4N2O3 with charge +2 at a distorted geometry. Source: the OMol25 dataset; level of theory: ωB97M-V/def2-TZVPD.

The geometry in XYZ format:
```
11
Properties=species:S:1:pos:R:3:nbo_charge:R:1
C 0.26 0.05 -0.01 0.43
C -0.43 -0.33 2.25 0.90
N 0.48 0.03 1.32 -0.60
N -0.83 -0.11 -0.66 -0.57
O -1.57 -0.54 2.39 -0.25
O 1.53 -0.45 3.92 0.29
O 0.38 -0.37 3.79 0.10
H 1.02 0.34 -0.70 0.29
H 1.37 0.34 1.51 0.48
H -0.96 -0.14 -1.62 0.47
H -1.74 -0.19 -0.29 0.45
```

The total energy comes out at -412.887235 Ha. As for the net charge: +2. The calculation puts the HOMO energy (alpha / beta) at -22.348 / -22.291 eV. For the orbital gap (alpha / beta), the calculation gives 9.09 / 9.15 eV. As for the relative energy (zero: lowest compared OMol25 entry of this formula, charge and spin): 38.7 kcal/mol.


A cluster of 2 separate species, C2H4N2OS in total at a distorted geometry. Source: the OMol25 dataset; level of theory: ωB97M-V/def2-TZVPD.

The geometry in XYZ format:
```
10
Properties=species:S:1:pos:R:3:nbo_charge:R:1
C 0.36 0.19 0.02 0.16
C -2.55 0.29 0.13 0.46
N 0.83 -0.86 0.69 -0.81
N 1.27 0.76 -0.76 -0.81
O -2.63 1.40 0.42 -0.46
S -2.58 -1.21 -0.26 -0.02
H 0.23 -1.38 1.29 0.40
H 1.80 -1.19 0.61 0.34
H 1.03 1.57 -1.31 0.40
H 2.23 0.44 -0.83 0.34
```

The total energy comes out at -661.527579 Ha. The calculation puts the HOMO energy at -8.325 eV. For the orbital gap, the calculation gives 9.17 eV. As for the relative energy (zero: lowest compared OMol25 entry of this formula, charge and spin): 36.4 kcal/mol.


A cluster of 2 separate species, C2H4N2OS in total at a distorted geometry. Source: the OMol25 dataset; level of theory: ωB97M-V/def2-TZVPD.

The geometry in XYZ format:
```
10
Properties=species:S:1:pos:R:3:nbo_charge:R:1
C -0.32 0.69 0.28 0.18
C -0.75 0.74 3.93 0.46
N 0.90 0.36 0.85 -0.83
N -1.26 -0.30 0.48 -0.82
O 0.40 0.82 3.88 -0.45
S -2.32 0.58 3.91 -0.02
H 1.70 0.88 0.57 0.40
H 0.97 -0.44 1.41 0.35
H -2.21 -0.17 0.72 0.40
H -0.92 -1.02 1.04 0.32
```

The total energy comes out at -661.508207 Ha. The calculation puts the HOMO energy at -8.308 eV. For the orbital gap, the calculation gives 8.82 eV. As for the relative energy (zero: lowest compared OMol25 entry of this formula, charge and spin): 48.5 kcal/mol.


The molecule C2H4N2OS at a distorted geometry. Source: the OMol25 dataset; level of theory: ωB97M-V/def2-TZVPD.

The geometry in XYZ format:
```
10
Properties=species:S:1:pos:R:3:nbo_charge:R:1
C -0.74 0.35 -0.07 0.80
C 1.67 0.54 -0.06 -0.06
H -2.66 -0.32 0.14 0.41
H -1.47 -1.58 0.22 0.39
H 0.67 -1.25 -0.04 0.40
H 1.33 1.55 0.00 0.22
N -1.72 -0.65 -0.09 -0.84
N 0.57 -0.24 -0.06 -0.64
O -0.89 1.53 -0.02 -0.59
S 3.24 0.08 -0.03 -0.10
```

The total energy comes out at -661.572639 Ha. The SMILES is NC(=O)NC=S. The calculation puts the HOMO energy at -8.723 eV. For the orbital gap, the calculation gives 8.98 eV. As for the relative energy (zero: lowest compared OMol25 entry of this formula, charge and spin): 8.1 kcal/mol.


The molecule C2H4N2OS at a distorted geometry. Source: the OMol25 dataset; level of theory: ωB97M-V/def2-TZVPD.

The geometry in XYZ format:
```
10
Properties=species:S:1:pos:R:3:nbo_charge:R:1
C 1.32 0.44 0.00 -0.06
C -0.39 -1.19 -0.01 0.52
H -1.50 0.91 -0.79 0.38
H -1.42 1.02 0.94 0.38
H 1.39 1.53 -0.07 0.22
H 0.44 -1.88 -0.12 0.17
N -0.92 1.11 0.02 -0.64
N 0.04 0.10 -0.02 -0.32
O -1.58 -1.47 0.04 -0.55
S 2.61 -0.58 0.03 -0.09
```

The total energy comes out at -661.505781 Ha. The SMILES is NN(C=O)C=S. The calculation puts the HOMO energy at -9.012 eV. For the orbital gap, the calculation gives 8.60 eV. As for the relative energy (zero: lowest compared OMol25 entry of this formula, charge and spin): 50.0 kcal/mol.


The molecule C2H4N2OS at a distorted geometry. Source: the OMol25 dataset; level of theory: ωB97M-V/def2-TZVPD.

The geometry in XYZ format:
```
10
Properties=species:S:1:pos:R:3:nbo_charge:R:1
C -0.48 -0.10 -1.09 -0.23
C 0.35 0.04 0.09 0.35
H -2.70 -2.02 0.05 0.39
H -0.97 -1.65 0.68 0.41
H -0.30 0.58 -1.99 0.22
H 0.77 2.49 -0.51 0.14
N -1.65 -1.62 0.01 -0.53
N -1.61 -0.80 -0.99 -0.10
O 0.39 -0.67 1.14 -0.62
S 1.48 1.45 0.34 -0.03
```

The total energy comes out at -661.463002 Ha. The SMILES is N/N=C\C(=O)S. The calculation puts the HOMO energy at -9.321 eV. For the orbital gap, the calculation gives 9.21 eV. As for the relative energy (zero: lowest compared OMol25 entry of this formula, charge and spin): 76.9 kcal/mol.


The molecule C2H4N2OS at a distorted geometry. Source: the OMol25 dataset; level of theory: ωB97M-V/def2-TZVPD.

The geometry in XYZ format:
```
10
Properties=species:S:1:pos:R:3:nbo_charge:R:1
C 1.05 -0.18 0.00 0.32
C -0.36 0.39 0.02 0.19
H 2.09 -1.87 -0.16 0.40
H 0.41 -2.08 -0.06 0.40
H 1.77 1.57 -0.30 0.36
H -1.19 2.17 0.28 0.52
N 1.22 -1.50 0.21 -0.79
N 2.03 0.62 -0.15 -0.65
O -0.31 1.72 0.12 -0.66
S -1.72 -0.54 -0.07 -0.08
```

The total energy comes out at -661.542456 Ha. The SMILES is [H]/N=C(/N)C(O)=S. The calculation puts the HOMO energy at -9.311 eV. For the orbital gap, the calculation gives 8.74 eV. As for the relative energy (zero: lowest compared OMol25 entry of this formula, charge and spin): 27.0 kcal/mol.


The molecule C2H4N2OS2 at a distorted geometry. Source: the OMol25 dataset; level of theory: ωB97M-V/def2-TZVPD.

The geometry in XYZ format:
```
11
Properties=species:S:1:pos:R:3:nbo_charge:R:1
C -0.37 -0.08 -0.19 0.26
C 0.98 -0.74 -0.11 -0.31
H 0.05 0.05 3.19 0.11
H -1.56 1.45 0.91 0.41
H 1.72 -0.84 0.92 0.28
H -2.56 0.58 -2.17 0.48
N -0.79 0.91 0.84 -0.74
N -1.24 -0.44 -1.11 -0.11
O -2.08 0.79 -1.38 -0.60
S 0.19 1.19 2.29 0.14
S 1.66 -1.56 -1.55 0.09
```

The total energy comes out at -1059.539919 Ha. The SMILES is O/N=C(/C=S)NS. The calculation puts the HOMO energy at -9.000 eV. For the orbital gap, the calculation gives 7.15 eV. As for the relative energy (zero: lowest compared OMol25 entry of this formula, charge and spin): 127.6 kcal/mol.


A cluster of 2 separate species, C2H4N2S in total at a distorted geometry. Source: the OMol25 dataset; level of theory: ωB97M-V/def2-TZVPD.

The geometry in XYZ format:
```
9
Properties=species:S:1:pos:R:3:nbo_charge:R:1
C -0.85 1.02 -0.42 0.17
C -0.07 0.59 0.64 -0.07
N -1.51 1.41 -1.29 -0.28
N -0.43 -0.42 1.43 -0.72
S 1.45 -1.20 -1.62 -0.26
H 0.84 1.12 0.85 0.24
H -1.23 -0.99 1.17 0.41
H 0.22 -0.81 2.09 0.41
H 1.57 -0.73 -2.85 0.10
```

The total energy comes out at -586.201393 Ha. The calculation puts the HOMO energy (alpha / beta) at -9.483 / -7.576 eV. For the orbital gap (alpha / beta), the calculation gives 9.08 / 5.40 eV. As for the relative energy (zero: lowest compared OMol25 entry of this formula, charge and spin): 58.4 kcal/mol.


A cluster of 2 separate species, C2H4N2S in total at a distorted geometry. Source: the OMol25 dataset; level of theory: ωB97M-V/def2-TZVPD.

The geometry in XYZ format:
```
9
Properties=species:S:1:pos:R:3:nbo_charge:R:1
C 0.30 -1.32 0.65 0.18
C -0.03 -0.03 0.13 0.00
N 0.50 -2.43 0.84 -0.31
N 0.61 0.59 -0.84 -0.77
S -1.74 0.52 0.45 0.04
H 0.70 0.27 2.09 -0.09
H 0.46 1.62 -1.10 0.42
H 1.34 0.19 -1.34 0.40
H -2.15 0.58 -0.89 0.13
```

The total energy comes out at -586.144351 Ha. The calculation puts the HOMO energy (alpha / beta) at -9.095 / -7.897 eV. For the orbital gap (alpha / beta), the calculation gives 8.63 / 7.48 eV. As for the relative energy (zero: lowest compared OMol25 entry of this formula, charge and spin): 94.2 kcal/mol.


A cluster of 2 separate species, C2H4N2S in total at a distorted geometry. Source: the OMol25 dataset; level of theory: ωB97M-V/def2-TZVPD.

The geometry in XYZ format:
```
9
Properties=species:S:1:pos:R:3:nbo_charge:R:1
C -2.43 -1.40 0.22 0.15
C 1.44 1.30 -0.45 -0.11
N -1.70 -0.69 0.76 -0.36
N 0.91 0.26 0.12 -0.57
S 1.62 -1.21 0.29 -0.19
H -3.14 -2.08 -0.19 0.24
H 0.87 2.27 -0.42 0.18
H 2.48 1.36 -0.81 0.21
H -0.05 0.21 0.48 0.45
```

The total energy comes out at -586.219785 Ha. The SMILES is C=[NH+][S-].C#N. The calculation puts the HOMO energy at -7.655 eV. For the orbital gap, the calculation gives 8.07 eV. As for the relative energy (zero: lowest compared OMol25 entry of this formula, charge and spin): 46.8 kcal/mol.


A cluster of 2 separate species, C2H4N2S in total at a distorted geometry. Source: the OMol25 dataset; level of theory: ωB97M-V/def2-TZVPD.

The geometry in XYZ format:
```
9
Properties=species:S:1:pos:R:3:nbo_charge:R:1
C 2.57 -0.26 0.08 0.20
C 1.57 0.45 -0.66 -0.40
N 3.30 -1.08 0.42 -0.25
N -2.21 -0.27 0.37 -1.10
S 0.23 1.09 0.16 0.17
H 1.85 0.69 -1.69 0.24
H -2.30 -1.14 0.84 0.39
H -2.98 -0.15 -0.37 0.38
H -2.02 0.67 0.84 0.39
```

The total energy comes out at -586.230165 Ha. The SMILES is N#CC=S.N. The calculation puts the HOMO energy at -9.646 eV. For the orbital gap, the calculation gives 8.13 eV. As for the relative energy (zero: lowest compared OMol25 entry of this formula, charge and spin): 40.3 kcal/mol.


The molecule C2H4N2S2 at a distorted geometry. Source: the OMol25 dataset; level of theory: ωB97M-V/def2-TZVPD.

The geometry in XYZ format:
```
10
Properties=species:S:1:pos:R:3:nbo_charge:R:1
C -0.52 0.75 -0.03 0.24
C 1.87 0.18 -0.08 -0.05
H -3.34 -1.12 -0.05 0.13
H -0.27 1.78 -0.07 0.18
H 0.36 -1.04 0.40 0.42
H 2.00 1.24 -0.11 0.19
N -1.76 0.46 0.03 -0.55
N 0.58 -0.13 0.00 -0.61
S -2.02 -1.21 -0.06 0.14
S 3.12 -0.89 -0.02 -0.09
```

The total energy comes out at -984.455385 Ha. The SMILES is S=CN/C=N\S. The calculation puts the HOMO energy at -8.964 eV. For the orbital gap, the calculation gives 8.85 eV. As for the relative energy (zero: lowest compared OMol25 entry of this formula, charge and spin): 37.3 kcal/mol.


The molecule C2H4N2S2 at a distorted geometry. Source: the OMol25 dataset; level of theory: ωB97M-V/def2-TZVPD.

The geometry in XYZ format:
```
10
Properties=species:S:1:pos:R:3:nbo_charge:R:1
C 0.37 -0.11 0.44 0.22
C -0.16 -0.66 -1.98 -0.06
H -0.10 1.49 3.53 0.12
H 1.50 -0.40 0.65 0.21
H -1.31 0.01 -0.62 0.42
H 0.86 -0.98 -2.10 0.18
N -0.29 0.61 1.32 -0.55
N -0.36 -0.15 -0.74 -0.58
S 0.77 1.11 2.64 0.14
S -1.29 -0.92 -3.15 -0.10
```

The total energy comes out at -984.430859 Ha. The SMILES is S=CN/C=N/S. The calculation puts the HOMO energy at -8.649 eV. For the orbital gap, the calculation gives 8.39 eV. As for the relative energy (zero: lowest compared OMol25 entry of this formula, charge and spin): 52.7 kcal/mol.


The molecule C2H4N2S2 at a distorted geometry. Source: the OMol25 dataset; level of theory: ωB97M-V/def2-TZVPD.

The geometry in XYZ format:
```
10
Properties=species:S:1:pos:R:3:nbo_charge:R:1
C 0.16 1.05 -0.25 0.25
C -0.77 -1.26 -0.04 -0.11
H 1.94 -1.02 1.23 0.12
H 1.08 1.43 -0.59 0.17
H -0.73 2.71 0.00 0.35
H -0.43 -2.30 -0.05 0.21
N 0.22 -0.33 -0.12 -0.58
N -0.89 1.70 0.08 -0.60
S 1.80 -0.96 -0.14 0.20
S -2.39 -1.02 -0.12 0.00
```

The total energy comes out at -984.438761 Ha. The SMILES is [H]/N=C/N(S)C=S. The calculation puts the HOMO energy at -8.305 eV. For the orbital gap, the calculation gives 8.33 eV. As for the relative energy (zero: lowest compared OMol25 entry of this formula, charge and spin): 47.8 kcal/mol.


The molecule C2H4N2S2 at a distorted geometry. Source: the OMol25 dataset; level of theory: ωB97M-V/def2-TZVPD.

The geometry in XYZ format:
```
10
Properties=species:S:1:pos:R:3:nbo_charge:R:1
C 1.10 1.52 0.01 -0.12
C -1.92 -1.07 -0.01 -0.06
H 1.21 -1.17 0.19 0.12
H 1.16 2.62 0.06 0.20
H -2.86 -0.50 -0.03 0.16
H -2.00 -2.14 -0.14 0.19
N 2.19 0.87 -0.07 -0.59
N -0.74 -0.57 0.00 -0.56
S 2.47 -0.74 0.00 0.23
S -0.59 1.18 0.00 0.42
```

The total energy comes out at -984.413511 Ha. The SMILES is C=NS/C=N\S. The calculation puts the HOMO energy at -8.251 eV. For the orbital gap, the calculation gives 8.72 eV. As for the relative energy (zero: lowest compared OMol25 entry of this formula, charge and spin): 63.6 kcal/mol.


The molecule C2H4N2S2 at a distorted geometry. Source: the OMol25 dataset; level of theory: ωB97M-V/def2-TZVPD.

The geometry in XYZ format:
```
10
Properties=species:S:1:pos:R:3:nbo_charge:R:1
C -0.52 -0.56 -0.14 0.35
C 0.96 -0.09 -0.24 -0.34
H -1.12 1.24 0.74 0.40
H -2.31 0.17 0.28 0.40
H -0.18 -2.27 -0.66 0.35
H 2.24 1.97 0.48 0.17
N -1.33 0.52 0.11 -0.82
N -0.94 -1.73 -0.29 -0.64
S 0.93 1.73 -0.29 0.02
S 2.28 -0.99 0.01 0.11
```

The total energy comes out at -984.447454 Ha. The SMILES is [H]/N=C(/N)C(=S)S. The calculation puts the HOMO energy at -9.219 eV. For the orbital gap, the calculation gives 8.11 eV. As for the relative energy (zero: lowest compared OMol25 entry of this formula, charge and spin): 42.3 kcal/mol.


A structure of composition C2H4N2S2 at a distorted geometry. Source: the OMol25 dataset; level of theory: ωB97M-V/def2-TZVPD.

The geometry in XYZ format:
```
10
Properties=species:S:1:pos:R:3:nbo_charge:R:1
C 1.80 0.18 0.03 0.27
C -2.13 -0.20 -0.26 -0.52
H 1.16 1.80 0.42 0.33
H 2.50 -0.66 -0.38 0.16
H 0.67 -1.59 0.34 0.40
H -2.13 -1.17 -1.31 0.27
N 2.06 1.41 -0.03 -0.62
N 0.52 -0.50 0.13 -0.83
S -0.84 0.08 0.94 0.53
S -3.59 0.65 0.12 0.00
```

The total energy comes out at -984.366558 Ha. The calculation puts the HOMO energy at -9.032 eV. For the orbital gap, the calculation gives 8.11 eV. As for the relative energy (zero: lowest compared OMol25 entry of this formula, charge and spin): 93.1 kcal/mol.